# 1
104
Properties=species:S:1:pos:R:3 method="wB97M-V/def2-TZVPD" orbital_gap_ev=10.42 homo_ev=-18.751 total_charge=+4
B -0.9944 0.1351 0.4366
H -2.0838 -0.1059 0.8906
H -0.1441 -0.6002 0.8821
H -1.0851 -0.0813 -0.7560
H -0.6992 1.2835 0.6389
C -0.9850 6.7310 -3.7384
C -0.5865 5.4890 -4.5143
N -0.8732 4.2562 -3.7472
C -0.1527 3.8001 -2.6578
C -0.7991 2.7221 -2.1561
N -1.9283 2.5519 -2.9403
C -1.9259 3.4741 -3.8983
C -2.8885 1.4673 -2.7886
H -1.2250 7.5488 -4.4168
H -0.1967 7.0669 -3.0671
H -1.9008 6.5756 -3.1659
H 0.4595 5.4871 -4.8100
H -1.1834 5.3869 -5.4204
H 0.7793 4.2891 -2.4345
H -0.5800 2.0060 -1.3737
H -2.6765 3.5102 -4.6722
H -2.9060 1.1790 -1.7388
H -2.5015 0.5932 -3.3138
H -3.8854 1.7371 -3.1182
C 1.2090 4.7912 2.9066
C 0.0419 3.9864 3.4397
N 0.4846 2.6210 3.8355
C 1.5813 2.3350 4.6203
C 1.5673 0.9966 4.8144
N 0.5506 0.4827 4.0445
C -0.0979 1.4941 3.4569
C 0.2463 -0.9452 3.8972
H 1.9400 5.0195 3.6811
H 0.8940 5.7306 2.4601
H 1.7081 4.1960 2.1373
H -0.7136 3.8386 2.6699
H -0.4355 4.3983 4.3268
H 2.2531 3.1006 4.9634
H 2.2130 0.3277 5.3577
H -0.9802 1.3501 2.8557
H 1.1761 -1.4964 3.7792
H -0.3507 -1.0351 2.9937
H -0.2629 -1.2851 4.7958
C 2.4647 1.6838 0.2931
C 3.5904 0.9545 1.0192
N 4.8847 1.0593 0.3439
C 5.5611 2.2293 0.0785
C 6.6933 1.8952 -0.5796
N 6.6964 0.5284 -0.7171
C 5.5730 0.0558 -0.1917
C 7.8031 -0.2713 -1.2381
H 2.7347 2.7344 0.1457
H 1.5162 1.6686 0.8243
H 2.3064 1.3119 -0.7220
H 3.3361 -0.1030 1.1057
H 3.6671 1.3332 2.0385
H 5.2061 3.1875 0.4136
H 7.4850 2.5251 -0.9474
H 5.2736 -0.9777 -0.1766
H 8.3489 -0.7141 -0.4011
H 8.5405 0.3736 -1.7062
H 7.4618 -1.0819 -1.8726
C 1.5413 -4.2867 -2.3282
N 0.6704 -3.1201 -1.9133
C 1.5075 -1.8627 -1.9255
C -0.4110 -3.0073 -2.9361
C 0.0483 -3.3533 -0.5497
C 0.9944 -3.1991 0.6058
O 1.9971 -4.2056 0.5421
H 1.0217 -5.2022 -2.0688
H 2.5080 -4.2292 -1.8415
H 1.7577 -4.1985 -3.3911
H 0.9507 -1.0875 -1.3987
H 1.7053 -1.6058 -2.9614
H 2.4018 -2.1582 -1.3853
H -0.0029 -3.0788 -3.9378
H -0.9983 -2.1153 -2.7254
H -1.0804 -3.8615 -2.8111
H -0.4770 -4.3069 -0.5737
H -0.7126 -2.5657 -0.5447
H 0.4115 -3.2967 1.5292
H 1.4684 -2.2171 0.6574
H 2.6596 -4.0116 1.2121
C -3.6580 -2.4477 2.1413
N -4.6581 -2.6451 1.0428
C -6.0307 -2.6753 1.6199
C -4.5739 -1.4604 0.1085
C -4.3092 -3.8747 0.2265
C -4.5625 -5.1766 0.9721
O -5.8736 -5.5731 0.6425
H -3.7033 -1.4294 2.5104
H -2.6916 -2.8227 1.8212
H -3.9526 -3.0855 2.9758
H -6.3087 -1.6545 1.8834
H -6.0741 -3.2730 2.5251
H -6.7793 -3.0201 0.9102
H -3.5772 -1.4757 -0.3402
H -4.6076 -0.5412 0.6810
H -5.2759 -1.6744 -0.6915
H -3.2684 -3.7651 -0.0696
H -4.9599 -3.7959 -0.6428
H -4.4951 -5.0390 2.0570
H -3.7958 -5.8957 0.6725
H -6.0111 -6.5070 0.8339


# 2
75
Properties=species:S:1:pos:R:3 method="wB97M-V/def2-TZVPD" orbital_gap_ev=8.62 smiles="CCCCCCCCCCC[C@@]1(OC#N)OC(=O)O[C@@]1(N(C(=O)F)C(=O)F)P(C)C.BrCCBr.BrCCBr" homo_ev=-8.795
C 0.9732 -6.3322 0.9547
C 0.7471 -4.8331 1.2211
C 2.0895 -4.0773 1.2515
C 2.3995 -3.5857 -0.1651
C 3.7818 -2.9254 -0.3048
C 3.7440 -1.8070 -1.3682
C 4.6389 -0.6063 -1.0417
C 4.2814 0.0989 0.2868
C 3.9103 1.5792 0.0582
C 2.5920 2.0265 0.7013
C 1.4146 1.0635 0.4838
C 0.3973 1.6159 -0.5164
O 0.0375 2.9610 -0.1255
C -0.8068 2.9390 0.8602
N -1.6491 2.8514 1.6593
O 1.1490 1.8079 -1.6944
C 1.0867 0.6809 -2.4624
O 1.8082 0.4138 -3.3734
O 0.0383 -0.0563 -2.0064
C -0.7240 0.5907 -0.9961
N -1.9729 1.1385 -1.5450
C -1.7725 2.0949 -2.6111
O -1.4242 1.8558 -3.7248
F -2.0824 3.3084 -2.2551
C -2.8112 0.0976 -2.0837
O -3.9191 -0.0878 -1.6696
F -2.3376 -0.6489 -3.0531
P -0.9428 -0.7707 0.2869
C -1.9615 -0.2223 1.7103
C -1.5981 -2.3143 -0.4761
H 1.7270 -6.4349 0.1776
H 1.3016 -6.7938 1.8790
H 0.0794 -6.8114 0.5685
H 0.2037 -4.7093 2.1555
H 0.1461 -4.4460 0.4010
H 2.8786 -4.7222 1.6251
H 1.9518 -3.2022 1.8851
H 2.3225 -4.4342 -0.8455
H 1.6035 -2.9082 -0.4721
H 4.4482 -3.6938 -0.6869
H 4.1724 -2.5633 0.6421
H 4.1257 -2.2385 -2.2928
H 2.7343 -1.4715 -1.5980
H 5.6604 -0.9832 -0.9913
H 4.6188 0.0650 -1.8960
H 3.5220 -0.4521 0.8359
H 5.1800 0.0564 0.8944
H 4.6924 2.1723 0.5294
H 3.9047 1.8759 -0.9856
H 2.3457 2.9997 0.2816
H 2.6953 2.2056 1.7667
H 0.9140 0.9298 1.4417
H 1.6919 0.0708 0.1467
H -2.7841 0.4296 1.4328
H -2.3139 -1.0714 2.2848
H -1.3179 0.3616 2.3581
H -1.5011 -3.0811 0.2832
H -2.6296 -2.2383 -0.8069
H -0.9468 -2.5951 -1.2967
Br -6.5063 -1.5256 2.2367
C -6.6394 -0.7756 0.4427
C -7.6261 0.3583 0.3881
Br -9.4626 -0.2877 0.4012
H -6.8969 -1.5938 -0.2215
H -5.6392 -0.4191 0.2058
H -7.5229 0.9062 -0.5458
H -7.5283 1.0440 1.2230
Br 0.2358 8.8670 -0.1433
C -0.8124 7.8642 1.1540
C -0.4007 6.4168 1.1978
Br -1.0900 5.4206 -0.3246
H -1.8553 7.9971 0.8872
H -0.6188 8.3449 2.1106
H -0.8270 5.9261 2.0720
H 0.6767 6.2835 1.1980


# 3
111
Properties=species:S:1:pos:R:3 method="wB97M-V/def2-TZVPD" orbital_gap_ev=9.28 smiles="O=S1(=O)OCCO1.O=S1(=O)OCCO1.O=S1(=O)OCCO1.C1CCOC1.C1CCOC1.C1CCOC1.C1CCOC1.C1CCOC1.C1CCOC1" homo_ev=-9.131
C 0.2072 -0.6684 -0.5061
C 0.4973 0.2956 0.6437
C -0.7316 1.1755 0.5106
O -0.7736 1.4523 -0.8883
C -0.2503 0.3081 -1.5943
H -0.5267 -1.4207 -0.2196
H 1.1129 -1.1786 -0.8423
H 1.3624 0.9276 0.4483
H 0.5420 -0.1495 1.6384
H -0.6241 2.1459 1.0042
H -1.6567 0.7007 0.8623
H 0.5764 0.5261 -2.2699
H -1.0781 -0.1108 -2.1654
C -1.2441 1.1976 -6.5284
C -2.5970 1.2388 -5.8133
C -2.3298 0.4290 -4.5327
O -1.2080 -0.4032 -4.7926
C -0.7405 -0.1822 -6.1175
H -0.5964 1.9921 -6.1535
H -1.2993 1.2291 -7.6153
H -3.3009 0.7080 -6.4575
H -2.9951 2.2214 -5.5697
H -3.2374 -0.1428 -4.3144
H -2.0819 1.0441 -3.6636
H -1.1634 -0.9509 -6.7763
H 0.3456 -0.2671 -6.1316
C -2.4360 -3.4016 3.0500
C -0.9430 -3.3154 3.4498
C -0.1999 -3.7461 2.1750
O -1.1876 -4.1650 1.2414
C -2.3494 -3.4113 1.5224
H -3.0305 -2.5549 3.3892
H -2.8474 -4.3588 3.3644
H -0.7650 -4.0296 4.2528
H -0.6890 -2.3180 3.8028
H 0.4991 -4.5612 2.3314
H 0.3411 -2.8962 1.7355
H -3.1855 -3.8434 0.9793
H -2.2077 -2.3747 1.1650
C -0.5231 5.4951 3.3909
C -0.2737 5.3449 4.8835
C 0.8101 4.2289 4.9456
O 0.9561 3.6943 3.6395
C 0.6083 4.7304 2.7171
H -0.5771 6.5220 3.0190
H -1.4789 5.0877 3.0642
H -1.1617 4.9449 5.3721
H 0.0350 6.2522 5.3940
H 0.5536 3.4694 5.6811
H 1.7852 4.6569 5.2188
H 0.3251 4.2693 1.7715
H 1.4972 5.3493 2.5371
C 3.9113 -1.4037 -2.9151
C 4.5276 -1.3732 -1.5215
C 4.6534 0.1193 -1.2882
O 5.1272 0.6248 -2.5226
C 4.4986 -0.1344 -3.5766
H 2.8203 -1.3771 -2.9357
H 4.1890 -2.3077 -3.4576
H 5.5380 -1.7815 -1.5366
H 3.9191 -1.9189 -0.8043
H 5.3377 0.3000 -0.4574
H 3.6992 0.6110 -1.0383
H 5.2658 -0.3845 -4.3064
H 3.7181 0.5034 -3.9974
C 2.4786 -6.4826 -0.9392
C 1.9487 -5.3610 -0.0290
C 1.9352 -4.1646 -0.9533
O 3.1095 -4.3324 -1.7557
C 3.2225 -5.7129 -2.0485
H 1.6682 -7.0732 -1.3703
H 3.0919 -7.1910 -0.3832
H 2.6435 -5.1934 0.7941
H 0.9642 -5.6139 0.3613
H 2.0015 -3.2135 -0.4279
H 1.0756 -4.1525 -1.6344
H 4.2763 -5.9938 -2.1138
H 2.8072 -5.9282 -3.0418
C -2.8706 5.4991 -0.9619
C -2.2835 4.1578 -0.5892
O -2.5907 4.0324 0.8010
S -3.9860 4.7134 1.1448
O -3.8803 5.5484 2.2730
O -5.0331 3.7590 1.0847
O -4.0641 5.6014 -0.1775
H -3.1231 5.6464 -2.0073
H -2.1929 6.3059 -0.6658
H -1.2143 4.1084 -0.7802
H -2.7105 3.3214 -1.1480
C -4.9298 -0.1976 0.8770
C -4.3824 0.8873 -0.0280
O -3.7524 0.1589 -1.0932
S -4.5979 -1.1411 -1.4381
O -3.7361 -2.2431 -1.5571
O -5.5125 -0.8394 -2.4778
O -5.3381 -1.2332 -0.0186
H -5.7816 0.1769 1.4410
H -4.2004 -0.6002 1.5819
H -3.6271 1.5766 0.3370
H -5.1898 1.5200 -0.4062
C 3.3215 -0.3042 4.9079
C 2.5144 0.4987 3.9005
O 3.2511 0.3798 2.6737
S 4.1379 -0.9331 2.6169
O 5.4723 -0.5600 2.3413
O 3.4893 -1.9286 1.8487
O 3.9966 -1.3072 4.1631
H 2.6623 -0.8003 5.6230
H 4.0016 0.2969 5.5139
H 2.4420 1.5588 4.1281
H 1.5159 0.0892 3.7425


# 4
85
Properties=species:S:1:pos:R:3 method="wB97M-V/def2-TZVPD" orbital_gap_ev=3.31 homo_ev=-8.750 total_charge=+1
C -2.7427 4.4555 5.0589
C -2.8769 3.0486 4.5271
C -3.9439 2.7109 3.6941
C -4.0621 1.4673 3.0660
C -5.2980 1.2648 2.2577
C -3.0561 0.4890 3.2622
N -3.1438 -0.7818 2.6095
C -2.1640 -1.4242 1.8605
C -0.9037 -0.9781 1.5890
N -2.7669 -2.5673 1.3203
C -2.1003 -3.6776 0.6703
C -1.5651 -4.6881 1.4750
C -1.8285 -4.6966 2.9393
C -0.8223 -5.7151 0.8867
C -0.6134 -5.7681 -0.4920
C 0.3694 -6.7584 -1.0635
C -1.3671 -4.9046 -1.2940
C -2.1608 -3.8961 -0.7220
C -3.0746 -3.0915 -1.5852
C -4.0311 -2.6819 1.8685
C -4.2574 -1.5954 2.6337
C -2.0906 0.7468 4.2411
C -1.2273 -0.3300 4.7904
C -1.9855 2.0271 4.8249
H -1.7044 4.6879 5.3158
H -3.0784 5.1761 4.3033
H -3.3510 4.6199 5.9595
H -4.7176 3.4554 3.5432
H -5.1961 0.4775 1.5136
H -6.1639 1.0275 2.8941
H -5.5341 2.2006 1.7354
H -0.3756 -1.4825 0.7980
H -0.6452 -0.0476 2.0927
H -1.1778 -5.4219 3.4360
H -1.6521 -3.7160 3.3947
H -2.8697 -4.9809 3.1483
H -0.3789 -6.4822 1.5227
H 0.3678 -6.7299 -2.1586
H 1.3912 -6.5427 -0.7192
H 0.1323 -7.7810 -0.7437
H -1.3322 -5.0336 -2.3822
H -3.1252 -3.4974 -2.6004
H -4.1005 -3.0853 -1.2030
H -2.7629 -2.0520 -1.6852
H -4.6638 -3.5230 1.6541
H -5.1430 -1.2847 3.1677
H -0.7362 0.0593 5.6890
H -1.8114 -1.2046 5.0974
H -0.4530 -0.6602 4.1012
H -1.2026 2.2101 5.5635
C -1.1928 6.5304 -1.2756
C -0.2980 6.1284 -2.2725
C -0.4452 4.8819 -2.8793
C -1.4194 4.0084 -2.3929
O -1.3469 2.6661 -2.8251
C -0.6481 1.8149 -1.9905
C -0.6886 1.9200 -0.5936
C 0.2661 1.2824 0.1906
C 0.9966 0.2014 -0.3666
C 1.8450 -0.6598 0.4205
C 3.2517 -0.6041 0.1256
C 4.2080 -1.5837 0.5138
C 5.5556 -1.4024 0.2343
C 6.0190 -0.2704 -0.4502
C 5.0922 0.6920 -0.8765
C 3.7445 0.5431 -0.5847
C 1.0283 0.1267 -1.7872
C 0.2606 0.9310 -2.5926
C -2.3579 4.4131 -1.4378
C -2.2181 5.6788 -0.8579
H -1.0722 7.5098 -0.7998
H 0.5181 6.7818 -2.5928
H 0.2027 4.5494 -3.6927
H -1.4248 2.5578 -0.1173
H 0.3869 1.5760 1.2300
H 1.4795 -1.3526 1.1804
H 3.8404 -2.4717 1.0226
H 6.2758 -2.1331 0.5856
H 7.0810 -0.1410 -0.6561
H 5.4155 1.5715 -1.4319
H 3.0542 1.3446 -0.8791
H 1.7100 -0.5929 -2.2446
H 0.3613 0.9105 -3.6744
H -3.1543 3.7265 -1.1388
H -2.9083 5.9825 -0.0638


# 5
46
Properties=species:S:1:pos:R:3 method="wB97M-V/def2-TZVPD" orbital_gap_ev=8.90 smiles=NCCNCCS.O.O.O.O.O.O.O.O.O homo_ev=-8.864
C 2.6944 0.7833 -0.1056
N 1.7025 -0.2104 0.2643
C 2.1654 -1.0738 1.3436
C 0.9925 -1.3361 2.3215
S 1.0977 -2.9984 3.0514
C 3.1763 1.8269 0.9656
N 2.0690 2.2603 1.8450
H 3.6414 0.3578 -0.4424
H 2.3519 1.3822 -0.9629
H 0.8681 -3.8210 1.9893
H 2.9686 -0.6869 1.9862
H 2.5674 -2.0140 0.9463
H 1.0793 -0.7017 3.2041
H 0.0265 -1.2562 1.8318
H 3.5386 2.6985 0.4395
H 4.0163 1.4009 1.5232
H 2.0894 1.7098 2.6930
H 0.8741 0.3261 0.5037
H 1.1837 2.1207 1.3826
H 0.3006 -2.5932 -2.1454
H -1.2670 -2.3236 -2.5726
O -0.3267 -2.0148 -2.5741
H -3.0116 -0.5091 2.5567
H -3.3987 0.7248 3.2368
O -3.0373 0.4508 2.4009
H -3.1310 2.1205 -2.8261
H -3.4735 2.6606 -1.4431
O -3.1937 1.8723 -1.8870
H 1.4098 1.8198 -2.8199
H 0.1950 2.1595 -2.1869
O 0.7807 2.5576 -2.8324
H -1.8937 -1.5835 0.7384
H -3.4432 -1.6760 0.6382
O -2.6931 -2.0354 1.0670
H -1.3430 2.8640 1.5533
H -1.7987 1.5295 1.1861
O -0.9914 2.0616 1.1241
H 1.3592 -0.7605 -3.4377
H 2.1501 -0.5352 -2.2211
O 1.7609 -0.0200 -2.9379
H -3.2858 -1.7117 -2.2332
H -2.6424 -2.7406 -1.3336
O -2.9481 -2.6158 -2.2663
H -1.1652 -0.6282 -1.5429
H -2.0677 0.5609 -1.0344
O -1.9475 -0.4023 -0.9872


# 6
13
Properties=species:S:1:pos:R:3 method="wB97M-V/def2-TZVPD" orbital_gap_ev=8.72 smiles="CC1=C(I)ONC1" homo_ev=-8.444
C 0.2233 -0.0154 -0.2057
C -0.7997 0.0707 -1.0743
C -0.2857 -0.1561 1.1796
C 1.5945 0.4046 -0.4776
N -1.6499 -0.6234 1.0112
O -2.0405 -0.1292 -0.2615
I -1.0480 0.5671 -3.0991
H 0.3052 -0.8333 1.7620
H -0.5070 0.8505 1.7170
H 1.5795 1.1549 -1.2392
H 2.2333 -0.4363 -0.8011
H 2.1458 0.7766 0.5546
H -1.7509 -1.6308 0.9341


# 7
18
Properties=species:S:1:pos:R:3 method="wB97M-V/def2-TZVPD" orbital_gap_ev=10.49 smiles="CNC(=O)C(C)C" homo_ev=-9.607
C 2.8106 -0.0300 -0.1379
N 1.4350 0.0466 -0.5796
C 0.4435 0.4299 0.2744
O 0.6843 0.8537 1.3937
C -0.9735 0.2085 -0.2543
C -1.2962 -1.2932 -0.1781
C -1.9772 1.0322 0.5438
H 3.3016 0.9489 -0.1488
H 3.3619 -0.7132 -0.7888
H 2.8348 -0.4107 0.8862
H 1.1929 -0.2792 -1.5011
H -0.9981 0.5162 -1.3096
H -1.4964 -1.5822 0.8593
H -0.4636 -1.9058 -0.5396
H -2.1791 -1.5352 -0.7774
H -3.0027 0.7756 0.2575
H -1.8448 0.8321 1.6108
H -1.8329 2.1057 0.3895